# C31H67BN3O20S5

A 11-piece molecular cluster, C31H67BN3O20S5 overall (ωB97M-V/def2-TZVPD, the OMol25 dataset).

Its net charge is -1. The HOMO energy comes out at -6.9 eV. For the frontier orbital gap, the calculation gives 0.330 hartree. The calculation puts the LUMO energy at 2.0348 eV. Its spin multiplicity is 1.

Atoms and positions in Å:
O -3.3098 -2.4078 0.2473
C -2.4979 -1.5960 -0.0946
O -1.4363 -1.2659 0.6192
B -0.6127 -0.3258 -0.1424
O -1.3683 -0.0886 -1.3942
C -2.5318 -0.7079 -1.3659
O -3.3865 -0.6647 -2.1962
O 0.7261 -0.8644 -0.4722
C 1.6767 -0.1038 0.0229
O 2.8549 -0.2261 -0.1250
C 0.9703 1.0382 0.8187
O -0.3249 0.9065 0.6069
O 1.4794 1.8473 1.5244
C -4.5070 2.8700 -0.8167
S -2.7289 3.0480 -1.1434
O -2.6625 4.4179 -1.7800
C -2.2037 3.3761 0.5616
H -4.8284 3.8293 -0.4059
H -4.8170 2.0509 -0.1726
H -4.9917 2.8400 -1.7934
H -2.7558 4.2088 0.9964
H -1.1543 3.6671 0.6306
H -2.2711 2.4458 1.1294
C -2.1171 4.0821 -4.8384
S -2.3070 2.5546 -5.8104
O -0.9165 1.9670 -5.9256
C -3.1703 1.5380 -4.5713
H -1.7906 4.8313 -5.5574
H -1.3703 3.9444 -4.0604
H -3.0593 4.3696 -4.3770
H -4.0335 1.0655 -5.0425
H -3.5165 2.1445 -3.7396
H -2.5130 0.7400 -4.2382
C 0.0735 6.2742 1.5873
S 1.5759 5.4690 0.9229
O 2.5549 6.5443 0.5676
C 2.0935 4.7538 2.5023
H 0.5050 6.9846 2.3013
H -0.5550 5.6230 2.1887
H -0.3943 6.8293 0.7809
H 1.3454 4.0206 2.8118
H 2.2564 5.4829 3.2956
H 2.9868 4.1460 2.3659
C -1.6867 -2.2011 -8.2456
S -3.0404 -1.5929 -7.1774
O -4.2282 -2.5201 -7.2849
C -2.2276 -2.0044 -5.6018
H -0.7797 -1.7371 -7.8579
H -1.7986 -1.9043 -9.2898
H -1.5585 -3.2828 -8.3186
H -2.1089 -3.0767 -5.4677
H -2.8113 -1.5101 -4.8310
H -1.2394 -1.5586 -5.7322
C 0.7872 -1.8366 3.3841
S 2.5433 -2.0983 3.7797
O 2.6182 -2.9681 5.0191
C 2.9882 -3.1846 2.4067
H 0.1980 -2.7516 3.4803
H 0.7511 -1.4675 2.3610
H 0.3343 -1.1701 4.1155
H 2.7680 -4.2131 2.6807
H 4.0483 -3.0740 2.1762
H 2.5007 -2.8433 1.4901
C -5.5939 -3.3565 2.6992
O -5.3162 -2.9788 3.8213
N -6.1940 -4.5458 2.4567
C -6.4707 -4.9876 1.0991
C -6.4450 -5.5175 3.4938
H -5.4500 -2.8152 1.7550
H -7.4731 -5.4127 1.0495
H -5.7794 -5.8061 0.8643
H -6.3110 -4.2554 0.3119
H -7.4789 -5.8043 3.6768
H -5.8782 -6.4125 3.2072
H -5.9692 -5.1843 4.4133
C -4.7334 2.1631 3.2064
O -5.5356 2.9505 2.7572
N -4.6310 0.8325 2.9141
C -3.4740 0.0599 3.3306
C -5.5660 0.1791 2.0265
H -3.9098 2.4146 3.9031
H -2.8923 0.6489 4.0400
H -2.7928 -0.2292 2.5259
H -3.8462 -0.8483 3.8110
H -6.2422 0.9194 1.5985
H -5.0449 -0.2861 1.1858
H -6.1592 -0.5524 2.5788
C 5.6429 1.9053 -0.6380
O 6.1138 2.3992 0.3669
N 5.5921 0.5889 -0.9335
C 5.3547 0.1738 -2.3010
C 6.0971 -0.4174 -0.0257
H 5.1786 2.5359 -1.4135
H 4.8649 0.9173 -2.9192
H 4.7655 -0.7456 -2.2394
H 6.2700 -0.1830 -2.7895
H 7.0100 -0.9082 -0.3664
H 6.0067 -0.0636 0.9951
H 5.3536 -1.2270 -0.0938
O 1.0830 -5.0967 -2.9776
C 1.0698 -3.9516 -2.5979
O 2.1733 -3.2274 -2.4087
C 3.4288 -3.8801 -2.6429
C 3.9217 -3.6625 -4.0709
C -0.1906 -3.1508 -2.4097
H 3.3660 -4.9520 -2.4562
H 4.0775 -3.4386 -1.8891
H 3.2717 -4.0839 -4.8299
H 4.8807 -4.1853 -4.1437
H 4.1682 -2.6062 -4.1664
H -0.8202 -3.1900 -3.2934
H 0.0904 -2.1286 -2.2023
H -0.6864 -3.6362 -1.5664
O 8.2123 2.9055 4.4739
C 7.2939 2.5479 5.1580
O 6.0542 2.2668 4.7632
C 5.6830 2.4102 3.3941
C 4.3563 1.6864 3.1897
C 7.5439 2.1999 6.6173
H 6.4233 2.0153 2.6946
H 5.6172 3.4748 3.1577
H 3.6202 2.1399 3.8574
H 4.4214 0.6419 3.4954
H 4.0210 1.7627 2.1585
H 7.9017 1.1717 6.6190
H 6.6366 2.2597 7.2169
H 8.2927 2.8919 6.9866

Löwdin atomic charge list, values in e, 99 entries: number 1, O, carries 0.14; number 2, C, carries -0.40; number 3, O, carries 0.21; number 4, B, carries -0.92; number 5, O, carries 0.20; number 6, C, carries -0.40; number 7, O, carries 0.15; number 8, O, carries 0.20; number 9, C, carries -0.38; number 10, O, carries 0.16; number 11, C, carries -0.37; number 12, O, carries 0.21; number 13, O, carries 0.15; number 14, C, carries -0.23; number 15, S, carries 0.85; number 16, O, carries -0.56; number 17, C, carries -0.24; number 18, H, carries 0.06; number 19, H, carries 0.04; number 20, H, carries 0.04; number 21, H, carries 0.06; number 22, H, carries 0.03; number 23, H, carries 0.04; number 24, C, carries -0.27; number 25, S, carries 0.82; number 26, O, carries -0.59; number 27, C, carries -0.25; number 28, H, carries 0.04; number 29, H, carries 0.05; number 30, H, carries 0.04; number 31, H, carries 0.05; number 32, H, carries 0.01; number 33, H, carries 0.03; number 34, C, carries -0.26; number 35, S, carries 0.81; number 36, O, carries -0.56; number 37, C, carries -0.27; number 38, H, carries 0.05; number 39, H, carries 0.04; number 40, H, carries 0.05; number 41, H, carries 0.04; number 42, H, carries 0.06; number 43, H, carries 0.03; number 44, C, carries -0.27; number 45, S, carries 0.83; number 46, O, carries -0.58; number 47, C, carries -0.26; number 48, H, carries 0.04; number 49, H, carries 0.04; number 50, H, carries 0.06; number 51, H, carries 0.06; number 52, H, carries 0.03; number 53, H, carries 0.05; number 54, C, carries -0.24; number 55, S, carries 0.83; number 56, O, carries -0.58; number 57, C, carries -0.25; number 58, H, carries 0.07; number 59, H, carries 0.03; number 60, H, carries 0.06; number 61, H, carries 0.06; number 62, H, carries 0.04; number 63, H, carries 0.04; number 64, C, carries -0.33; number 65, O, carries 0.00; number 66, N, carries -0.20; number 67, C, carries -0.06; number 68, C, carries -0.05; number 69, H, carries 0.11; number 70, H, carries 0.08; number 71, H, carries 0.09; number 72, H, carries 0.09; number 73, H, carries 0.09; number 74, H, carries 0.09; number 75, H, carries 0.08; number 76, C, carries -0.36; number 77, O, carries 0.01; number 78, N, carries -0.18; number 79, C, carries -0.04; number 80, C, carries -0.05; number 81, H, carries 0.13; number 82, H, carries 0.08; number 83, H, carries 0.08; number 84, H, carries 0.08; number 85, H, carries 0.08; number 86, H, carries 0.08; number 87, H, carries 0.08; number 88, C, carries -0.33; number 89, O, carries 0.02; number 90, N, carries -0.20; number 91, C, carries -0.06; number 92, C, carries -0.04; number 93, H, carries 0.14; number 94, H, carries 0.09; number 95, H, carries 0.07; number 96, H, carries 0.09; number 97, H, carries 0.09; number 98, H, carries 0.09; number 99, H, carries 0.07

***

# C51H38Cl5N4O5PTa

C51H38Cl5N4O5PTa as an isolated structure (ωB97M-V/def2-TZVPD, the OMol25 dataset).

Its net charge is +1. For the energy relative to the best compared isomer or geometry (same formula, charge and spin), the calculation gives 0.147 eV. The HOMO energy comes out at -10.8 eV. For the frontier orbital gap, the calculation gives 0.254 hartree. The calculation puts the LUMO energy at -3.8742 eV. Its spin multiplicity is 1.

Atoms and positions in Å:
Ta -0.3430 -0.5789 -0.2276
C -0.9129 0.2937 -4.3833
C -1.0970 -1.1921 -4.2248
C -0.9717 -2.0137 -5.3400
C -1.2498 -3.3665 -5.2589
C -1.6437 -3.9136 -4.0494
C -1.7532 -3.1276 -2.9095
C -2.1910 -3.7449 -1.6109
C -1.4717 -1.7657 -3.0066
N -1.6795 -0.8962 -1.8676
C -2.8575 -0.2053 -2.0008
O -3.7338 -0.3942 -2.8158
C -2.9449 0.9197 -1.0298
C -3.9428 1.8723 -1.0399
C -3.8885 2.8918 -0.1005
C -2.8658 2.9009 0.8372
C -1.9256 1.8939 0.7898
N -1.9537 0.9451 -0.1424
C -0.8853 1.6753 1.8333
O -0.7418 2.4623 2.7480
N -0.2332 0.4853 1.6552
C 0.5132 0.1332 2.8447
C -0.1556 -0.5437 3.8756
C -1.6426 -0.7758 3.8496
C 0.5576 -0.8874 5.0169
C 1.8793 -0.4984 5.1755
C 2.4866 0.2690 4.1981
C 1.8137 0.5998 3.0254
C 2.4409 1.5389 2.0359
H -0.6121 0.7790 -3.4552
H -1.8547 0.7514 -4.6958
H -0.1659 0.5141 -5.1466
H -0.6803 -1.5744 -6.2871
H -1.1696 -3.9919 -6.1384
H -1.8789 -4.9693 -3.9841
H -2.5842 -4.7458 -1.7814
H -1.3486 -3.8385 -0.9181
H -2.9612 -3.1496 -1.1204
H -4.7261 1.7912 -1.7800
H -4.6470 3.6630 -0.0882
H -2.7873 3.6456 1.6166
H -2.0360 -1.0571 2.8758
H -1.9237 -1.5404 4.5735
H -2.1438 0.1515 4.1407
H 0.0537 -1.4303 5.8079
H 2.4177 -0.7574 6.0784
H 3.4980 0.6313 4.3397
H 3.5137 1.6242 2.2068
H 2.2760 1.2167 1.0108
H 1.9908 2.5294 2.1427
O -1.9007 -1.8049 0.8295
C -0.7548 -2.1887 1.0725
C -0.2103 -3.0760 2.0630
C -0.9989 -3.8762 2.8883
C -0.3871 -4.6439 3.8604
C 0.9977 -4.6156 3.9864
C 1.7859 -3.8284 3.1537
C 1.1910 -3.0291 2.1920
P 2.0396 -2.0424 0.8911
C 2.5231 -3.4908 -0.1500
C 3.8064 -3.6551 -0.6693
C 4.1443 -4.8103 -1.3622
C 3.2138 -5.8203 -1.5417
C 1.9304 -5.6626 -1.0403
C 1.5882 -4.5074 -0.3582
C 3.6597 -1.4026 1.4119
C 4.2429 -0.5514 0.4708
C 5.4994 -0.0092 0.6842
C 6.1832 -0.2994 1.8569
C 5.6016 -1.1262 2.8067
C 4.3467 -1.6773 2.5876
H -2.0739 -3.8803 2.7579
H -0.9778 -5.2715 4.5137
H 1.4750 -5.2299 4.7391
H 2.8611 -3.8757 3.2487
H 4.5651 -2.9032 -0.5141
H 5.1494 -4.9232 -1.7473
H 3.4865 -6.7260 -2.0670
H 1.1915 -6.4419 -1.1764
H 0.5853 -4.4213 0.0381
H 3.7075 -0.3111 -0.4436
H 5.9399 0.6428 -0.0588
H 7.1630 0.1241 2.0332
H 6.1248 -1.3425 3.7291
H 3.8998 -2.2855 3.3600
Cl 4.7495 0.5528 -5.6192
C 3.5937 0.0232 -4.4512
C 3.1932 -1.3215 -4.4441
C 2.2756 -1.7921 -3.5358
Cl 1.8008 -3.4340 -3.5829
C 1.7092 -0.9325 -2.5677
O 0.8466 -1.3656 -1.6956
C 2.1285 0.4238 -2.5971
C 1.5710 1.3614 -1.6991
O 0.7638 1.0965 -0.7826
C 3.0640 0.8927 -3.5449
H 3.6080 -2.0043 -5.1736
H 1.8615 2.4126 -1.7857
H 3.3494 1.9370 -3.5422
Cl -0.4298 7.0466 1.7407
C 0.8922 5.8703 1.7397
Cl 2.4191 6.6620 1.3155
Cl 1.0208 5.0858 3.3132
C 0.6051 4.8589 0.7193
N 0.3807 4.0697 -0.0813

Löwdin atomic charge list, values in e, 99 entries: number 1, Ta, carries 1.86; number 2, C, carries -0.02; number 3, C, carries -0.21; number 4, C, carries -0.05; number 5, C, carries -0.09; number 6, C, carries -0.06; number 7, C, carries -0.21; number 8, C, carries -0.02; number 9, C, carries -0.21; number 10, N, carries -0.04; number 11, C, carries -0.46; number 12, O, carries 0.13; number 13, C, carries -0.15; number 14, C, carries 0.05; number 15, C, carries 0.01; number 16, C, carries 0.04; number 17, C, carries -0.17; number 18, N, carries 0.05; number 19, C, carries -0.47; number 20, O, carries 0.07; number 21, N, carries -0.04; number 22, C, carries -0.22; number 23, C, carries -0.21; number 24, C, carries -0.02; number 25, C, carries -0.04; number 26, C, carries -0.06; number 27, C, carries -0.05; number 28, C, carries -0.22; number 29, C, carries -0.02; number 30, H, carries 0.06; number 31, H, carries 0.10; number 32, H, carries 0.09; number 33, H, carries 0.12; number 34, H, carries 0.11; number 35, H, carries 0.11; number 36, H, carries 0.09; number 37, H, carries 0.05; number 38, H, carries 0.08; number 39, H, carries 0.13; number 40, H, carries 0.12; number 41, H, carries 0.13; number 42, H, carries 0.05; number 43, H, carries 0.09; number 44, H, carries 0.10; number 45, H, carries 0.12; number 46, H, carries 0.11; number 47, H, carries 0.12; number 48, H, carries 0.09; number 49, H, carries 0.04; number 50, H, carries 0.06; number 51, O, carries -0.03; number 52, C, carries -0.41; number 53, C, carries -0.25; number 54, C, carries 0.01; number 55, C, carries -0.03; number 56, C, carries -0.02; number 57, C, carries -0.04; number 58, C, carries -0.27; number 59, P, carries 1.15; number 60, C, carries -0.32; number 61, C, carries -0.08; number 62, C, carries -0.08; number 63, C, carries -0.09; number 64, C, carries -0.09; number 65, C, carries -0.11; number 66, C, carries -0.36; number 67, C, carries -0.14; number 68, C, carries -0.07; number 69, C, carries -0.06; number 70, C, carries -0.06; number 71, C, carries -0.08; number 72, H, carries 0.14; number 73, H, carries 0.12; number 74, H, carries 0.12; number 75, H, carries 0.10; number 76, H, carries 0.10; number 77, H, carries 0.11; number 78, H, carries 0.11; number 79, H, carries 0.11; number 80, H, carries 0.09; number 81, H, carries 0.10; number 82, H, carries 0.11; number 83, H, carries 0.11; number 84, H, carries 0.11; number 85, H, carries 0.09; number 86, Cl, carries 0.71; number 87, C, carries -0.66; number 88, C, carries -0.07; number 89, C, carries -0.54; number 90, Cl, carries 0.87; number 91, C, carries -0.34; number 92, O, carries -0.26; number 93, C, carries -0.15; number 94, C, carries -0.12; number 95, O, carries -0.16; number 96, C, carries -0.04; number 97, H, carries 0.12; number 98, H, carries 0.14; number 99, H, carries 0.13

***

- HOMO energy of number 1 (C31H67BN3O20S5)?
  -6.9 eV

***

- Among the records above, which one has the lowest frontier orbital gap?
  C51H38Cl5N4O5PTa

***

- Among the records above, which one has the highest net charge?
  C51H38Cl5N4O5PTa